{
  "formula": "C60H135N5O10",
  "method": "the ωB97M-V functional and the def2-TZVPD basis",
  "species": ["C", "C", "C", "C", "C", "C", "C", "C", "C", "N", "O", "H", "H", "H", "H", "H", "H", "H", "H", "H", "H", "H", "H", "H", "H", "H", "H", "H", "H", "H", "C", "C", "C", "C", "C", "C", "C", "C", "C", "N", "O", "H", "H", "H", "H", "H", "H", "H", "H", "H", "H", "H", "H", "H", "H", "H", "H", "H", "H", "H", "C", "C", "C", "C", "C", "C", "C", "C", "C", "N", "O", "H", "H", "H", "H", "H", "H", "H", "H", "H", "H", "H", "H", "H", "H", "H", "H", "H", "H", "H", "C", "C", "C", "C", "C", "C", "C", "C", "C", "N", "O", "H", "H", "H", "H", "H", "H", "H", "H", "H", "H", "H", "H", "H", "H", "H", "H", "H", "H", "H", "C", "C", "C", "C", "C", "C", "C", "C", "C", "N", "O", "H", "H", "H", "H", "H", "H", "H", "H", "H", "H", "H", "H", "H", "H", "H", "H", "H", "H", "H", "C", "C", "C", "O", "H", "H", "H", "H", "H", "H", "H", "H", "C", "C", "C", "O", "H", "H", "H", "H", "H", "H", "H", "H", "C", "C", "C", "O", "H", "H", "H", "H", "H", "H", "H", "H", "C", "C", "C", "O", "H", "H", "H", "H", "H", "H", "H", "H", "C", "C", "C", "O", "H", "H", "H", "H", "H", "H", "H", "H"],
  "xyz": [[2.198918, 0.222212, -6.688199], [2.225053, 0.034618, -5.142622], [1.156746, -1.042730, -4.670292], [3.567318, -0.568276, -4.644790], [4.699873, 0.458734, -4.695814], [4.284779, 1.749663, -3.915649], [3.000022, 2.308435, -4.422286], [2.532196, 3.385722, -3.399386], [3.293011, 2.955997, -5.795221], [1.991471, 1.282479, -4.405320], [0.672447, 1.768162, -4.669254], [3.195773, 0.564914, -6.959853], [2.038953, -0.748273, -7.102814], [1.498612, 0.929919, -7.066578], [0.096289, -0.884173, -4.801089], [1.362360, -2.027540, -4.957858], [1.271954, -1.030196, -3.612204], [3.410055, -0.994105, -3.687036], [3.791296, -1.445469, -5.291358], [5.579283, 0.051537, -4.126908], [5.012087, 0.744505, -5.700754], [5.028256, 2.566300, -4.062170], [4.333333, 1.565032, -2.879518], [2.456841, 2.987871, -2.342805], [1.541609, 3.734484, -3.615433], [3.372515, 4.046501, -3.309261], [4.022766, 3.708429, -5.495195], [2.403348, 3.421611, -6.206837], [3.660554, 2.258203, -6.608476], [0.557732, 1.744895, -5.640706], [-0.525644, -4.985009, -4.341371], [-1.294041, -4.619452, -3.049689], [-0.643952, -5.524354, -1.929316], [-1.148423, -3.122390, -2.718125], [-1.928414, -2.149206, -3.612817], [-3.420336, -2.606552, -3.489582], [-3.728516, -4.140775, -3.734991], [-5.078166, -4.447216, -3.086040], [-3.829470, -4.381216, -5.241748], [-2.710795, -4.881775, -2.975724], [-2.946093, -6.242191, -3.005405], [0.540421, -4.892298, -4.154778], [-0.700182, -6.047823, -4.526904], [-0.667416, -4.372801, -5.236005], [-0.486931, -6.561877, -2.282441], [0.362481, -5.190496, -1.595528], [-1.343955, -5.614620, -1.061972], [-1.414594, -2.965167, -1.643353], [-0.099471, -2.908157, -2.829337], [-1.856746, -1.100545, -3.202859], [-1.483486, -2.176837, -4.577528], [-4.091109, -1.953271, -4.081068], [-3.598654, -2.420072, -2.448084], [-5.336150, -3.824475, -2.183057], [-5.152355, -5.509138, -2.755168], [-5.929012, -4.282575, -3.809552], [-3.834674, -5.447682, -5.551280], [-2.950814, -3.830311, -5.686966], [-4.683143, -3.873416, -5.625526], [-2.447708, -6.628745, -3.801194], [1.438036, 6.574206, 4.315878], [0.780932, 5.484833, 3.398037], [0.527641, 6.096224, 1.971301], [1.683973, 4.222974, 3.278920], [0.986925, 2.955703, 2.814066], [-0.287754, 2.739699, 3.655916], [-1.230562, 3.907696, 3.738908], [-2.032995, 4.154990, 2.459310], [-2.193023, 3.538855, 4.854105], [-0.428683, 5.068630, 4.173200], [-1.298183, 6.210496, 4.370937], [1.340542, 6.318046, 5.347767], [2.492198, 6.665119, 3.952790], [1.044213, 7.580703, 4.170547], [1.562712, 6.417551, 1.520208], [0.093565, 5.383199, 1.234806], [-0.125058, 6.984065, 2.054601], [2.367435, 4.426287, 2.493446], [2.233130, 4.138726, 4.248325], [0.626678, 2.998729, 1.770299], [1.649568, 2.068738, 2.843202], [0.004551, 2.432978, 4.636565], [-0.763276, 1.879585, 3.155923], [-3.088417, 3.920953, 2.608663], [-1.721771, 3.707669, 1.536980], [-1.945729, 5.198280, 2.182469], [-1.741004, 3.280976, 5.791349], [-2.715110, 2.609248, 4.528976], [-2.975486, 4.290221, 5.082990], [-1.798617, 6.232742, 3.541445], [-4.274840, 0.533840, 3.143160], [-3.563120, -0.687507, 3.814341], [-2.855984, -0.155018, 5.086536], [-4.731522, -1.661453, 4.223280], [-5.212138, -2.515629, 2.995679], [-4.016378, -3.269446, 2.461344], [-2.930501, -2.304511, 1.885622], [-1.704630, -3.041511, 1.377327], [-3.427798, -1.454557, 0.641681], [-2.499185, -1.326202, 2.980279], [-1.729517, -0.289959, 2.514706], [-4.672185, 1.164059, 3.980181], [-3.519970, 1.027300, 2.526002], [-5.138783, 0.228994, 2.512798], [-1.974209, 0.477953, 4.880641], [-3.494674, 0.453424, 5.652290], [-2.604070, -1.028204, 5.726037], [-4.375113, -2.411178, 4.921913], [-5.613646, -1.121712, 4.576317], [-6.056999, -3.146741, 3.199372], [-5.616284, -1.862154, 2.172811], [-4.153160, -4.038987, 1.717025], [-3.473357, -3.842933, 3.227502], [-1.228108, -3.655828, 2.150034], [-0.854057, -2.384442, 1.110110], [-2.051140, -3.645911, 0.489078], [-3.321342, -0.379257, 0.828823], [-4.438036, -1.680035, 0.325513], [-2.778189, -1.691688, -0.220705], [-0.827073, -0.530356, 2.757411], [-0.212775, -3.598432, 5.928973], [0.923370, -2.625941, 5.837506], [0.505147, -1.155507, 6.265618], [2.059657, -3.055968, 6.799672], [3.383377, -2.357512, 6.491961], [3.823445, -2.543742, 5.029957], [2.738309, -2.047890, 4.075510], [2.677013, -0.513544, 3.957389], [2.988493, -2.581781, 2.651774], [1.442937, -2.659587, 4.491025], [0.457060, -2.182592, 3.620971], [0.026694, -4.506465, 5.372461], [-0.529352, -3.787526, 7.008150], [-1.119358, -3.271998, 5.382033], [1.368040, -0.572367, 6.527488], [-0.008012, -0.661279, 5.436487], [-0.164758, -1.133605, 7.150205], [1.737236, -2.782718, 7.770721], [2.201960, -4.111660, 6.672587], [3.237385, -1.279562, 6.674143], [4.159289, -2.692804, 7.234728], [4.056111, -3.571937, 4.755634], [4.668660, -1.912552, 4.909433], [1.943350, -0.179384, 3.218285], [3.593485, -0.166307, 3.456680], [2.656711, 0.094176, 4.853240], [3.985028, -2.393797, 2.196937], [2.292952, -2.253690, 1.887219], [2.949573, -3.657807, 2.635269], [0.191414, -2.969401, 3.141275], [3.456347, -3.547445, -0.515028], [3.611788, -3.145266, -1.989856], [5.015201, -2.659956, -2.314631], [3.284435, -4.339541, -2.790790], [2.414008, -3.827000, -0.387246], [3.740164, -2.735933, 0.112336], [4.132970, -4.408887, -0.192520], [2.785469, -2.475503, -2.180489], [5.060797, -2.534490, -3.431529], [5.752041, -3.438045, -1.994369], [5.264898, -1.682027, -1.887248], [3.565806, -5.081336, -2.258767], [-1.175895, 5.089492, -3.617650], [-1.346710, 4.987202, -2.094633], [-1.421592, 6.391790, -1.417793], [-2.492507, 4.248996, -1.835425], [-1.283928, 4.130537, -4.053567], [-0.158707, 5.428045, -3.892837], [-1.901814, 5.746831, -4.082843], [-0.498949, 4.376582, -1.699968], [-1.677933, 6.201228, -0.361878], [-2.160762, 7.019283, -1.952173], [-0.465596, 6.901231, -1.504756], [-3.050472, 4.148958, -2.633081], [-4.424874, 1.593630, -4.482019], [-5.048614, 1.751431, -3.172264], [-4.318755, 1.044399, -2.040161], [-5.167027, 3.124773, -2.885516], [-3.303506, 1.819778, -4.552649], [-4.868089, 2.261893, -5.202731], [-4.731265, 0.597696, -4.820025], [-6.031905, 1.244612, -3.205115], [-3.280817, 1.377863, -1.916205], [-4.380712, -0.052251, -2.115651], [-4.863857, 1.313255, -1.114908], [-5.896942, 3.246683, -2.298806], [5.240158, 0.333434, 0.229842], [4.293363, 1.253399, 1.070565], [5.119875, 2.106807, 1.992575], [3.531489, 2.113872, 0.227859], [6.000288, 1.043995, -0.177443], [4.697570, -0.200840, -0.542431], [5.675104, -0.393561, 0.916752], [3.620053, 0.598086, 1.590204], [5.699306, 1.466287, 2.685858], [4.411350, 2.678824, 2.620608], [5.857496, 2.734163, 1.468515], [3.171668, 1.568982, -0.486025], [0.723319, -0.205344, 0.140821], [0.690926, 0.311349, -1.243294], [-0.017511, 1.659459, -1.347948], [2.055375, 0.366253, -1.690986], [1.333640, -1.139717, 0.082078], [-0.293089, -0.301069, 0.502553], [1.304437, 0.497035, 0.714388], [0.006995, -0.361465, -1.831111], [-1.090380, 1.570284, -1.108507], [0.132583, 2.064162, -2.379450], [0.464555, 2.373839, -0.666165], [2.027772, 0.578941, -2.655738]],
  "forces_ev_per_a": [[1.52, -0.44, 1.44], [-1.12, -1.20, -0.20], [0.27, 2.20, 0.43], [0.05, 0.50, -2.33], [0.66, 0.35, 1.83], [1.71, -0.44, -1.67], [-0.99, 1.02, 0.31], [0.61, -1.66, 1.06], [-0.08, -0.47, -0.19], [-1.00, -1.60, 0.44], [0.52, -0.04, -0.52], [-0.16, -0.21, -0.44], [-0.24, -0.55, -0.60], [-0.74, 0.44, -0.25], [-0.09, 0.65, -0.66], [0.70, -1.42, -0.90], [-0.01, -0.21, 1.08], [0.00, 0.04, 1.15], [-0.05, 0.51, 0.19], [-0.53, 0.21, -0.86], [-0.02, -0.36, -0.03], [-0.17, -0.67, -0.03], [-0.53, -0.39, 1.42], [0.10, -0.17, -1.22], [-0.09, 0.91, -0.41], [-0.13, 1.26, -0.24], [0.05, 0.22, -0.87], [-0.15, 0.33, 0.03], [-0.02, 1.05, 1.34], [0.07, 0.13, 0.42], [-0.09, -0.04, 0.06], [0.81, 0.50, 0.67], [-0.21, -0.04, 0.38], [0.43, 0.17, 0.76], [-1.17, -0.63, 1.62], [0.66, 0.03, -0.77], [-0.05, 1.44, 0.42], [-1.76, -0.29, 0.51], [2.30, 0.06, -0.24], [-0.41, 0.32, -0.05], [0.55, -1.89, -1.67], [0.22, -0.09, 0.35], [0.05, 0.07, -0.52], [-0.62, -0.13, 0.11], [-0.18, 0.53, -0.02], [-0.68, 0.23, -0.28], [0.65, 0.31, -0.60], [0.12, -0.13, -0.76], [0.70, 0.22, 0.22], [0.03, -0.96, -0.48], [-0.05, 0.06, -1.11], [0.16, -0.49, 0.18], [-0.57, 0.07, 0.62], [0.62, -0.47, -0.81], [0.17, 0.74, -0.38], [0.89, -0.11, 0.63], [0.00, 0.65, 0.23], [-0.69, -0.93, 0.02], [-0.84, 0.18, -0.27], [-1.08, 0.71, 1.30], [1.02, -0.11, -2.28], [-0.75, 0.21, 0.22], [1.36, 0.08, -0.33], [-0.08, 0.57, 0.52], [-1.19, 0.07, 0.46], [1.11, -1.47, -1.67], [0.28, 0.22, 0.38], [-0.44, 0.63, 0.03], [-1.82, -0.38, -0.18], [-0.07, 0.46, 0.07], [0.51, -0.88, -0.40], [0.22, -0.34, 0.61], [-0.47, -0.19, 0.73], [-0.44, -0.21, -0.08], [-1.92, -0.41, 0.91], [0.26, 0.37, 0.60], [0.34, -0.33, -0.19], [1.24, 0.55, -0.44], [-0.42, -0.39, -0.70], [0.50, 0.41, 0.14], [-0.25, 0.48, 0.18], [0.13, -0.17, 0.87], [-0.45, 0.27, 0.52], [0.06, 0.05, -0.11], [0.50, -0.92, -0.28], [-0.40, 0.47, -0.02], [0.71, 0.09, 0.43], [0.17, 0.65, 0.13], [0.48, -0.21, -0.39], [-0.17, 0.43, 0.13], [-0.11, -0.44, 0.22], [-1.10, 0.54, 0.39], [0.86, -1.52, -0.52], [0.37, -0.88, -1.86], [0.41, 1.31, -0.80], [1.98, 0.35, -0.05], [-0.30, 2.36, -0.36], [0.40, -0.61, -0.13], [0.63, -0.37, 0.03], [-1.98, -2.24, 1.16], [0.98, 0.59, -1.07], [0.41, -0.23, -0.97], [-0.41, 0.51, 0.20], [0.61, 0.18, 0.28], [-0.28, -0.62, -0.11], [-1.22, 0.85, 0.81], [0.27, 0.55, -0.38], [-0.02, 0.15, 0.60], [0.47, 0.18, 0.42], [-0.23, -0.51, 0.61], [0.49, -0.31, 0.72], [-0.73, -0.01, -0.60], [-0.34, 0.26, 0.42], [-0.61, -0.58, -0.04], [-0.82, 0.07, -0.40], [0.79, 0.37, 0.95], [-0.15, -0.34, -0.06], [-0.35, -0.04, 0.09], [-0.29, 0.22, 0.25], [0.18, -0.10, 0.20], [-1.79, -0.33, 0.47], [0.86, 2.02, 1.28], [-0.80, -0.90, -0.10], [0.26, 0.45, -1.75], [0.15, -0.08, 0.54], [-1.08, 0.17, 0.64], [-0.75, 0.35, -0.37], [1.07, 0.46, -0.88], [0.94, -0.26, -0.51], [1.10, -0.56, -0.56], [-0.62, 0.28, -0.51], [0.37, -0.34, 0.58], [0.56, 0.04, -1.40], [0.35, 0.40, 0.42], [0.41, 0.26, 0.06], [0.00, -0.07, 0.15], [0.26, -0.26, -0.50], [-0.31, -0.17, 1.18], [0.00, -0.78, 0.31], [0.29, -0.28, -0.07], [-0.56, 0.24, -0.84], [0.12, -0.11, 0.30], [1.08, 0.31, -0.48], [-0.47, -0.22, 0.49], [0.17, -0.36, 0.25], [-0.47, -0.21, 0.37], [-0.27, 0.47, 0.82], [-0.37, 0.36, 0.25], [-0.26, -0.65, 0.27], [-0.20, 0.01, -0.14], [0.73, -1.10, -0.62], [0.03, -1.98, 0.83], [-0.03, -0.20, -1.36], [0.18, 1.20, 0.12], [-0.05, -0.05, 0.46], [-0.08, 0.76, 0.55], [-0.80, 0.87, -0.69], [0.18, 0.67, -0.40], [0.27, -0.25, 1.00], [-0.49, 0.70, -0.27], [-0.11, -0.33, 0.15], [0.13, -0.40, 0.05], [1.21, 0.88, 0.55], [0.93, 0.76, -0.90], [-0.12, -1.14, -0.44], [-1.52, -0.69, 0.11], [-0.12, -1.19, -0.42], [-0.47, 0.08, 0.15], [-0.21, 0.29, 0.07], [-0.33, 0.68, -0.05], [-0.01, 0.52, -0.41], [0.09, -0.39, 0.53], [0.20, 0.01, 0.20], [0.29, 0.13, 0.72], [1.48, -0.20, -1.80], [-0.31, -0.72, 1.46], [-0.29, -0.02, 0.86], [0.39, 0.53, -0.57], [-1.41, -0.74, 0.42], [-0.36, 0.40, -0.20], [0.89, -0.10, -0.21], [-0.03, 0.55, -0.14], [-0.19, -0.08, -0.18], [0.19, 0.30, -0.18], [0.37, -0.18, -0.19], [-0.57, 0.27, 0.71], [-0.21, 1.51, 0.69], [0.99, -0.47, -1.68], [-0.23, -0.24, 1.19], [0.25, 0.06, 0.05], [-0.31, -0.98, -0.03], [-0.08, 0.09, -0.21], [0.31, 0.00, -0.15], [-0.43, -0.21, 0.63], [-0.27, 0.18, -0.28], [0.60, 0.21, -0.31], [-0.58, -0.03, 0.04], [-0.27, -0.07, -0.11], [0.96, -0.83, -0.16], [-1.18, 0.31, -0.93], [0.71, 0.53, -0.55], [-0.70, -0.22, -0.43], [-0.84, 0.28, 0.48], [0.02, -0.31, 0.39], [0.09, 0.37, 0.69], [1.14, 0.00, -0.10], [0.42, 0.09, -0.13], [-0.48, -0.32, 0.74], [-0.19, -0.03, 0.04], [0.10, 0.34, 0.30]],
  "de_lowest_kcal_mol": 158.5,
  "total_energy_ev": -92327.46129,
  "orbital_gap_ev": 8.6,
  "smiles": "CC1(C)CCCC(C)(C)N1O.CC1(C)CCCC(C)(C)N1O.CC1(C)CCCC(C)(C)N1O.CC1(C)CCCC(C)(C)N1O.CC1(C)CCCC(C)(C)N1O.CC(C)O.CC(C)O.CC(C)O.CC(C)O.CC(C)O",
  "molar_mass_g_mol": 1086.76
}